Entry 1:
{
  "formula": "C63H48NO10S",
  "method": "ωB97M-V with the def2-TZVPD basis set",
  "fmax_ev_per_a": 8.76,
  "charge": 1,
  "homo_lumo_gap_ha": 0.264,
  "species": ["C", "C", "C", "O", "H", "C", "C", "H", "C", "H", "C", "H", "O", "C", "C", "C", "H", "H", "C", "C", "H", "H", "H", "C", "C", "C", "C", "N", "H", "C", "C", "C", "C", "C", "O", "H", "C", "H", "C", "C", "C", "C", "C", "C", "H", "C", "H", "H", "C", "H", "H", "C", "C", "H", "H", "C", "C", "C", "H", "C", "C", "C", "H", "H", "H", "H", "C", "O", "H", "H", "H", "H", "C", "H", "C", "C", "C", "C", "H", "C", "C", "O", "C", "C", "O", "H", "O", "C", "C", "H", "H", "O", "C", "H", "C", "H", "C", "H", "C", "S", "C", "H", "H", "H", "C", "H", "H", "H", "C", "H", "O", "H", "C", "C", "C", "C", "C", "O", "H", "H", "C", "H", "H"],
  "xyz": [[-8.073, -5.909, 3.551], [-2.052, -9.148, 7.267], [-5.163, -10.669, 8.774], [-5.680, -3.359, 1.239], [-9.031, 0.217, -2.337], [2.390, 6.043, -0.256], [-4.611, -11.635, 9.618], [-4.186, -5.671, 3.792], [-3.228, -11.798, 9.680], [5.306, 4.413, -2.731], [4.669, 6.594, 0.353], [1.285, 1.010, -0.375], [-0.836, -9.248, 7.369], [-9.431, -1.264, -0.823], [5.747, 5.225, -6.006], [-9.766, -2.981, 0.945], [10.130, 8.514, 1.661], [7.450, -2.242, -1.011], [-6.897, -3.260, 1.138], [7.078, 7.190, 0.921], [-10.107, -6.374, 4.093], [-5.667, -7.067, 5.203], [-10.512, -1.178, -0.926], [0.828, 8.961, -8.115], [-1.813, -7.363, 5.551], [-4.587, -7.153, 5.306], [5.049, 5.271, 0.132], [5.079, -0.226, -2.817], [-5.262, -12.262, 10.223], [2.923, 8.081, -8.938], [-10.008, -4.781, 2.645], [9.378, 7.767, 1.413], [6.003, 4.659, -4.756], [8.046, 8.148, 1.249], [-10.983, -2.839, 0.886], [-1.313, -11.118, 8.968], [4.341, 6.605, -7.525], [2.039, 3.997, -0.835], [-7.788, -4.124, 1.938], [3.132, 7.430, -7.716], [-3.754, -6.364, 4.511], [-2.368, -6.462, 4.640], [4.100, 4.335, -0.299], [-9.456, -5.746, 3.488], [0.297, 8.415, -6.101], [1.037, 8.319, -6.893], [-11.089, -4.662, 2.597], [-0.071, 9.553, -8.270], [1.775, 8.850, -9.133], [2.128, -1.355, -1.619], [1.355, 6.345, -0.402], [2.246, -0.294, -2.100], [1.132, 0.782, -1.536], [4.391, 3.303, -0.486], [3.029, 8.008, 0.349], [-8.877, -2.163, 0.096], [-2.393, -10.986, 8.910], [2.432, 6.921, -5.379], [-2.266, -2.878, -0.797], [6.422, -0.563, -2.189], [-2.116, -1.238, -2.488], [-2.648, -8.168, 6.337], [-1.068, 0.668, -0.935], [6.973, -2.765, -2.759], [-0.731, -7.438, 5.642], [-2.798, -12.557, 10.331], [3.674, 6.151, -5.168], [5.135, 6.445, -8.445], [-1.719, -5.841, 4.027], [-7.643, -6.668, 4.201], [7.765, 9.193, 1.373], [6.457, 5.079, -6.818], [-7.237, -5.097, 2.781], [7.237, -0.375, -3.041], [4.585, 5.980, -6.209], [-2.793, -2.590, -1.817], [-7.492, -2.279, 0.207], [2.773, 4.724, -0.496], [2.178, -0.381, -3.286], [5.102, 4.846, -3.708], [-2.943, -10.012, 8.067], [5.333, 8.760, 0.973], [-9.172, -3.974, 1.861], [6.447, 4.848, 0.352], [1.610, 7.033, -4.478], [5.284, 0.520, -3.542], [-6.138, -8.728, 7.015], [6.571, -2.182, -1.805], [-0.425, 0.397, -1.876], [-6.158, -5.229, 2.838], [6.714, 0.115, -1.277], [-2.891, -0.404, -3.190], [5.668, 7.599, 0.766], [10.783, 6.132, 1.400], [2.198, 7.562, -6.689], [3.655, 7.994, -9.739], [3.335, 6.979, 0.168], [-5.576, -1.549, -0.487], [-4.327, -9.863, 7.990], [3.951, 0.446, -1.659], [-6.658, -1.474, -0.579], [-3.934, -2.345, -1.670], [3.236, 5.725, -3.090], [-6.244, -10.551, 8.727], [-8.598, -0.475, -1.618], [1.352, 1.805, -2.111], [-6.564, 0.048, -2.102], [5.578, -2.627, -1.373], [-4.033, -8.052, 6.225], [9.080, 4.434, 0.808], [-0.656, -1.010, -2.238], [-2.601, -3.508, -2.548], [-7.213, -0.573, -1.489], [9.746, 6.430, 1.263], [7.450, 5.858, 0.746], [8.785, 5.475, 0.929], [-4.922, -8.869, 7.074], [6.771, 3.676, 0.201], [-0.759, 1.062, -2.780], [4.223, 0.009, -0.337], [3.936, 5.586, -3.913], [1.618, 9.360, -10.080], [6.908, 4.076, -4.599]]
}

=====

Entry 2:
{
  "formula": "C63H50AsBrN4O3SSbSr",
  "method": "ωB97M-V with the def2-TZVPD basis set",
  "fmax_ev_per_a": 0.45,
  "charge": -1,
  "homo_lumo_gap_ha": 0.217,
  "relative_energy_kcal_mol": 5.33,
  "species": ["H", "H", "C", "H", "C", "C", "C", "C", "H", "H", "H", "H", "N", "H", "H", "H", "C", "C", "C", "H", "C", "C", "N", "H", "N", "S", "H", "H", "H", "H", "C", "C", "H", "H", "C", "H", "H", "C", "H", "As", "H", "C", "C", "C", "C", "H", "C", "H", "H", "C", "Sb", "C", "H", "C", "C", "N", "H", "H", "H", "C", "C", "C", "H", "O", "C", "C", "C", "C", "C", "C", "H", "C", "H", "C", "C", "C", "H", "H", "Br", "H", "H", "H", "C", "C", "C", "C", "C", "C", "H", "H", "C", "C", "C", "H", "H", "H", "C", "C", "C", "H", "C", "H", "H", "H", "C", "C", "H", "C", "C", "C", "C", "C", "H", "C", "H", "C", "C", "C", "C", "Sr", "H", "C", "O", "C", "O"],
  "xyz": [[2.485, 1.463, -2.998], [-1.161, -3.427, -2.374], [1.134, 6.061, 1.776], [3.058, 1.441, 6.718], [-6.170, -1.526, 2.003], [-0.959, -1.600, -4.354], [-0.963, -2.217, 3.094], [-2.105, -0.383, 4.830], [-1.642, -2.852, -7.450], [-1.903, -5.130, -0.747], [6.596, -3.485, -4.260], [-0.547, -2.921, 2.382], [-2.005, 2.506, -2.113], [-2.629, 3.194, 2.401], [-2.565, 0.347, 5.485], [-5.094, 0.311, 2.348], [2.706, 4.706, -0.831], [1.510, -3.411, -0.300], [-2.773, -0.167, 0.997], [-2.652, -1.496, -5.655], [-5.396, 1.556, -1.011], [-1.015, 5.197, 2.337], [-1.803, 1.845, 1.131], [-3.751, 0.557, -1.964], [-2.929, 1.074, 1.407], [-1.728, -0.690, -3.076], [-7.040, -1.220, 2.571], [-0.484, 4.816, -4.916], [0.656, -3.762, -7.184], [3.734, 4.523, -1.144], [0.211, 4.083, -4.526], [3.241, 3.118, 3.783], [3.388, 2.973, -4.762], [5.575, -3.584, 1.957], [2.293, -2.933, 3.876], [-2.274, 3.991, -3.508], [5.107, -5.070, -3.085], [-2.146, -2.525, 3.746], [2.845, -4.618, 5.085], [1.299, -1.660, -2.597], [-6.989, -3.445, 1.485], [-6.142, -2.776, 1.394], [-1.079, -2.649, -6.546], [5.177, -1.875, -4.190], [3.067, -2.360, -3.105], [3.566, 4.064, 3.367], [1.104, -4.374, 0.611], [4.944, -5.046, 3.851], [-2.643, -3.466, 3.545], [2.948, 1.645, 5.660], [1.365, -0.488, 2.131], [0.504, 3.803, 1.021], [-3.131, 4.685, -1.056], [2.219, 0.954, 3.466], [-0.213, 3.187, -3.555], [0.606, 2.273, -3.022], [1.737, -4.617, 1.457], [3.577, -0.466, -3.969], [2.468, -2.920, -0.162], [-5.090, -0.666, 1.884], [0.715, -3.082, -1.395], [3.380, 2.858, 5.136], [-0.339, 7.143, 2.930], [2.697, 4.734, 0.586], [5.611, -3.170, -3.940], [3.918, -1.476, -3.767], [-0.913, -0.077, 4.183], [3.123, -3.982, 4.252], [-3.941, -2.301, 0.547], [2.664, 2.167, 2.947], [2.862, -4.361, -2.363], [-4.129, 1.490, -1.560], [1.914, -3.280, -5.125], [-1.603, 3.262, -3.041], [0.208, -3.160, -6.403], [2.630, -2.108, 2.806], [1.894, 6.833, 1.813], [-3.661, -1.833, 5.099], [-7.553, 2.841, 0.329], [-5.003, -4.129, 0.177], [1.875, 4.703, -5.736], [2.036, -0.247, 5.242], [1.426, 4.891, 1.118], [1.854, 2.215, -3.460], [1.518, 4.017, -4.979], [0.911, -2.887, -5.240], [-1.786, 2.970, 1.740], [2.372, 0.697, 4.828], [-0.455, -5.741, 1.164], [4.107, -1.725, 1.292], [-0.126, -4.998, 0.447], [-0.935, -4.657, -0.627], [4.776, -4.058, -3.278], [5.821, -1.177, -4.709], [-5.396, 4.813, -0.057], [-3.059, -2.574, -0.017], [4.302, -4.223, 3.562], [-2.719, -1.605, 4.615], [-5.026, -3.160, 0.663], [2.541, 2.384, 1.892], [2.359, 3.060, -4.441], [3.824, 3.600, 5.789], [-6.017, 0.672, -0.961], [-1.977, 5.297, 2.829], [3.510, -3.656, -2.867], [-5.044, 3.892, -0.500], [2.063, 3.909, -1.206], [-3.786, 3.822, -1.076], [-0.518, -3.705, -1.548], [4.655, -3.403, 2.499], [0.345, -2.119, -4.226], [-5.838, 2.756, -0.479], [1.370, -2.768, 4.414], [-0.107, 6.229, 2.401], [-0.450, 0.890, 4.342], [3.823, -2.356, 2.128], [-3.966, -1.054, 1.160], [-0.328, -0.996, 3.319], [-0.749, 3.995, 1.666], [-0.300, 0.916, -0.732], [2.371, 5.668, -1.236], [-3.327, 2.624, -1.606], [-1.730, -0.669, 0.464], [-1.648, -1.888, -5.545], [0.854, 2.726, 0.403]]
}

=====

Entry 3:
{
  "formula": "C63H64N2O3P2Pd",
  "method": "ωB97M-V with the def2-TZVPD basis set",
  "fmax_ev_per_a": 3.17,
  "homo_lumo_gap_ha": 0.122,
  "relative_energy_kcal_mol": 0.00,
  "species": ["C", "C", "C", "H", "C", "H", "O", "H", "H", "C", "C", "H", "H", "C", "H", "C", "H", "C", "H", "H", "C", "H", "H", "H", "C", "H", "H", "C", "H", "H", "C", "C", "H", "C", "C", "C", "H", "C", "N", "C", "C", "H", "H", "C", "C", "Pd", "C", "H", "C", "C", "C", "C", "C", "H", "H", "C", "H", "C", "C", "H", "C", "C", "C", "C", "C", "C", "H", "C", "C", "C", "H", "H", "P", "C", "H", "H", "N", "H", "C", "C", "H", "H", "H", "C", "H", "C", "P", "C", "H", "H", "C", "H", "H", "H", "C", "H", "H", "O", "H", "C", "C", "C", "C", "H", "H", "H", "C", "C", "H", "H", "H", "C", "C", "H", "H", "H", "H", "O", "H", "C", "H", "H", "H", "H", "C", "H", "C", "C", "C", "C", "H", "H", "H", "C", "H"],
  "xyz": [[-2.069, -1.755, 2.772], [1.723, -1.802, 5.305], [-5.801, 0.770, 0.607], [3.883, 5.260, 4.844], [0.717, -1.323, -5.921], [-0.703, 6.762, -0.100], [-1.580, -1.662, -6.053], [0.784, 7.123, 2.723], [2.307, -1.834, 1.467], [2.226, 4.889, 2.909], [-1.044, 2.309, 3.369], [-6.855, -0.172, -1.029], [3.878, -1.933, 5.478], [1.758, 7.294, 3.195], [5.562, -4.800, -0.861], [-2.964, -2.826, 2.581], [-2.901, -0.368, -6.969], [3.445, -5.797, -2.776], [1.282, 2.240, -1.236], [-5.363, -1.971, 4.866], [0.982, -2.768, -6.069], [-0.383, -1.703, 4.855], [-2.301, 3.973, 6.048], [-0.256, 6.408, -2.520], [-3.577, -0.832, 4.457], [-4.921, -1.629, -6.164], [-1.700, 0.049, 3.903], [-1.531, 3.442, -0.299], [4.246, -1.923, 3.006], [-3.826, -2.669, -7.095], [1.899, -3.332, -2.504], [-3.545, 0.640, -1.037], [-3.704, 3.936, 1.968], [2.142, -1.814, 2.550], [1.774, 3.766, 0.805], [-5.898, 0.209, -0.669], [2.719, -6.586, -2.516], [1.407, 1.286, -0.734], [3.615, -4.849, -1.691], [-3.451, 1.256, 0.227], [-3.011, 3.570, 2.732], [-1.954, -2.263, -0.559], [-0.410, 2.472, 5.411], [1.275, -2.110, -2.429], [0.438, -4.093, 1.053], [-0.174, 0.429, 0.646], [-1.153, 2.781, 4.674], [3.882, -1.303, -5.371], [-4.579, 1.266, 1.070], [3.111, -1.508, -6.126], [0.826, -1.738, 3.044], [1.801, 4.927, 1.562], [0.625, -1.734, 4.438], [-2.026, -4.317, -1.950], [3.464, -0.494, -0.387], [2.963, -1.323, -0.883], [-4.828, -0.327, -2.476], [-2.869, -1.030, -6.093], [-4.446, -1.911, 4.278], [1.093, -4.076, 1.925], [2.520, -2.917, -6.017], [2.035, 2.506, 1.378], [2.530, 3.625, 3.483], [-4.138, -2.901, 3.339], [-1.998, 2.651, 2.399], [-2.204, 3.633, 5.017], [2.410, 7.824, 2.480], [1.927, -0.525, -5.942], [-0.897, 4.341, -2.476], [1.910, 1.272, 0.591], [0.485, -3.347, -5.277], [3.561, -1.343, -7.117], [-0.522, -1.538, 1.834], [3.539, -2.577, -0.870], [-2.737, -3.612, 1.858], [-0.521, -6.231, -1.429], [2.353, 6.046, 3.633], [0.584, -3.152, -7.023], [-0.489, -5.330, -0.814], [-0.420, -3.012, 0.776], [2.462, 0.408, 0.952], [1.559, -1.804, 6.384], [2.885, 6.542, 5.596], [1.030, 0.141, -1.493], [-0.211, 1.653, 3.089], [-4.766, 0.128, -1.485], [-1.859, 1.969, 0.735], [-0.875, 5.780, -0.544], [1.080, -6.069, 0.470], [4.414, -6.281, -2.974], [-0.642, 5.590, -1.908], [-4.525, 1.675, 2.079], [2.554, 1.491, 3.216], [1.488, -4.100, -3.162], [-1.292, -3.101, -0.325], [4.640, -6.314, -0.640], [4.430, -2.754, -0.263], [2.063, 0.679, -5.818], [2.885, -3.575, -6.816], [-3.930, -2.093, -6.169], [4.563, -5.218, -0.660], [-1.311, 4.721, 0.255], [3.024, -1.878, 4.800], [-0.737, 4.182, -3.543], [4.092, 6.967, 4.358], [2.816, -3.369, -5.062], [-1.335, -4.257, -1.106], [3.026, -3.615, -1.685], [2.864, 3.576, 4.521], [0.255, 0.305, -2.243], [4.229, -4.867, 0.326], [-2.395, -0.772, 3.722], [1.759, -1.080, -1.584], [-2.991, -0.412, -5.194], [1.543, 5.875, 1.088], [1.620, 7.934, 4.077], [3.114, -5.303, -3.698], [-0.863, 0.460, -5.741], [0.375, -1.920, -3.014], [3.235, -1.876, 3.417], [-1.583, 2.326, -2.157], [-3.924, 4.729, 4.308], [-4.821, -3.741, 3.200], [-1.471, 4.905, 1.318], [-3.123, 4.038, 4.044], [-2.660, 0.561, -1.675], [-1.360, 3.284, -1.687], [2.387, 2.463, 2.744], [-0.609, -0.725, -5.895], [0.410, -5.236, 0.249], [1.549, 3.846, -0.253], [-3.860, -2.765, -5.306], [-3.809, -0.037, 5.170], [3.359, 6.202, 4.665], [-6.686, 0.834, 1.241]]
}